# 1
Computed, not measured: C30H36MnN4O5S2Te as an isolated structure, with ωB97M-V/def2-TZVPD.

CARTESIAN COORDINATES (ANGSTROEM)
1 Mn 0.427 1.608 1.318
2 N 0.688 3.784 0.603
3 C 2.046 4.287 0.841
4 C 3.086 3.211 0.514
5 N 2.765 1.908 1.096
6 C 3.306 1.595 2.422
7 C 2.585 2.323 3.546
8 N 1.128 2.103 3.472
9 H 0.478 3.724 -0.390
10 H -0.016 4.382 1.020
11 H 2.112 4.579 1.889
12 H 2.276 5.178 0.249
13 H 4.079 3.565 0.819
14 H 3.113 3.084 -0.572
15 H 3.023 1.165 0.460
16 H 4.378 1.821 2.488
17 H 3.173 0.521 2.563
18 H 2.772 3.396 3.491
19 H 3.002 1.981 4.496
20 H 0.624 2.863 3.913
21 H 0.873 1.261 3.979
22 Te 0.882 1.122 -2.018
23 C -0.934 0.365 -2.745
24 C -0.980 -0.347 -3.937
25 C -2.190 -0.869 -4.371
26 C -3.339 -0.701 -3.608
27 C -3.283 0.001 -2.413
28 C -2.081 0.549 -1.984
29 C 1.400 2.123 -3.803
30 C 0.509 3.003 -4.413
31 C 0.865 3.653 -5.585
32 C 2.120 3.445 -6.144
33 C 3.011 2.575 -5.537
34 C 2.650 1.907 -4.373
35 H -0.082 -0.499 -4.522
36 H -2.232 -1.422 -5.301
37 H -4.277 -1.124 -3.944
38 H -4.166 0.125 -1.800
39 H -2.039 1.106 -1.058
40 H -0.469 3.169 -3.979
41 H 0.164 4.328 -6.059
42 H 2.397 3.956 -7.057
43 H 3.986 2.401 -5.975
44 H 3.338 1.206 -3.917
45 C -1.600 -2.761 -1.018
46 O -0.632 -3.798 -0.795
47 C -0.445 -4.280 0.434
48 C 0.184 -5.451 0.604
49 C 0.402 -6.209 1.822
50 C 0.275 -5.744 3.066
51 C -0.035 -4.374 3.420
52 C -0.578 -3.394 2.674
53 N -0.757 -2.127 3.193
54 C -0.847 -0.898 2.411
55 C -2.216 -0.595 1.840
56 C -3.251 -1.522 1.869
57 C -4.533 -1.212 1.440
58 C -4.802 0.077 0.999
59 C -3.798 1.026 0.985
60 C -2.489 0.725 1.398
61 O -1.579 1.687 1.367
62 H -1.548 -2.557 -2.084
63 H -1.353 -1.869 -0.450
64 H -2.602 -3.104 -0.753
65 H 0.484 -5.906 -0.330
66 H 0.720 -7.233 1.678
67 H 0.507 -6.397 3.898
68 H 0.166 -4.087 4.446
69 H -0.184 -2.003 4.011
70 H -0.691 -0.120 3.166
71 H -3.060 -2.514 2.253
72 H -5.313 -1.961 1.474
73 H -5.801 0.348 0.677
74 H -3.991 2.042 0.659
75 O -1.008 -3.455 1.378
76 S 2.618 -3.204 2.715
77 O 2.672 -2.332 3.866
78 O 3.337 -4.442 2.799
79 S 0.578 -0.765 1.216

Properties
ΔE to the lowest compared entry with this formula, charge and spin (kJ/mol): 190.4
Spin multiplicity: 6
E_LUMO (spin up / spin down) (eV): -0.1 / -0.1
HOMO-LUMO gap (spin up / spin down) (eV): 6.2723 / 6.2737



# 2
Computed, not measured: C25H26N5O2SV as an isolated structure, with ωB97M-V/def2-TZVPD.

CARTESIAN COORDINATES (ANGSTROEM)
1 V -0.630 -0.836 1.940
2 C -1.333 -0.023 5.500
3 C -1.356 -0.814 4.232
4 N -0.229 -1.276 3.681
5 N 1.028 -0.995 4.246
6 C 1.749 -0.467 3.300
7 O 1.235 -0.242 2.090
8 C 3.143 -0.036 3.548
9 C 3.818 -0.400 4.710
10 C 5.114 0.044 4.919
11 C 5.734 0.857 3.973
12 C 5.059 1.219 2.815
13 C 3.764 0.766 2.601
14 C -2.588 -1.290 3.573
15 C -3.845 -1.383 4.158
16 C -4.873 -1.937 3.432
17 C -4.655 -2.399 2.129
18 C -3.414 -2.249 1.584
19 N -2.400 -1.683 2.282
20 H -0.552 0.726 5.453
21 H -1.095 -0.677 6.344
22 H -2.292 0.463 5.687
23 H 3.323 -1.031 5.438
24 H 5.645 -0.241 5.820
25 H 6.746 1.210 4.142
26 H 5.541 1.853 2.078
27 H 3.224 1.035 1.700
28 H -3.993 -1.052 5.178
29 H -5.859 -2.028 3.881
30 H -5.447 -2.859 1.553
31 H -3.192 -2.551 0.573
32 C 3.217 -1.327 -2.799
33 C 2.146 -2.136 -3.532
34 C 0.825 -1.396 -3.684
35 N 0.179 -1.299 -2.357
36 C -0.504 -0.315 -1.861
37 S -1.076 -0.356 -0.247
38 N -0.803 0.755 -2.659
39 C -1.325 0.621 -3.979
40 O -1.422 -0.467 -4.483
41 C -1.714 1.906 -4.636
42 C -2.592 1.833 -5.714
43 C -2.998 2.995 -6.352
44 C -2.517 4.228 -5.923
45 C -1.630 4.302 -4.859
46 C -1.230 3.142 -4.211
47 H 4.146 -1.892 -2.706
48 H 2.898 -1.051 -1.786
49 H 3.442 -0.404 -3.343
50 H 1.966 -3.083 -3.011
51 H 2.484 -2.397 -4.534
52 H 0.151 -1.886 -4.374
53 H 0.993 -0.385 -4.048
54 H 0.312 -2.075 -1.728
55 H -1.097 1.574 -2.152
56 H -2.945 0.861 -6.038
57 H -3.691 2.941 -7.184
58 H -2.830 5.135 -6.426
59 H -1.243 5.261 -4.538
60 H -0.512 3.212 -3.399

Properties
Net charge: +1
Spin multiplicity: 2
E_LUMO (spin up / spin down) (eV): -3.2 / -3.3
HOMO-LUMO gap (spin up / spin down) (eV): 7.7185 / 6.8018



no.,strongest force on any atom (eV/Å)
1,0.8
2,1.9